(1)
Below is a 5-piece molecular cluster, C21H50N8O5 overall at a distorted geometry, with properties calculated with ωB97M-V/def2-TZVPD.

Last column: Löwdin charge in e.
Atoms and positions in Å:
C: 5.1216 -3.7049 -2.9820  -0.03
C: 3.9704 -2.7701 -2.7349  -0.54
C: 4.3938 -1.3369 -3.0285  -0.04
C: 2.7706 -3.1047 -3.6211  -0.15
C: 2.0674 -4.4442 -3.4191  -0.18
C: 1.6780 -4.6015 -1.9487  -0.12
C: 2.7518 -4.1084 -0.9104  -0.46
C: 1.9386 -3.7299 0.2668  -0.07
C: 3.8597 -5.1753 -0.5206  -0.01
N: 3.3356 -2.8178 -1.4214  -0.08
O: 4.1959 -2.1914 -0.4242  -0.03
H: 5.6233 -3.3207 -3.8702  0.08
H: 5.8732 -3.7200 -2.1927  0.09
H: 4.8053 -4.7386 -3.1219  0.08
H: 5.1130 -0.9260 -2.3200  0.08
H: 4.9181 -1.2359 -3.9788  0.08
H: 3.6527 -0.5382 -3.0565  0.08
H: 2.0311 -2.3077 -3.5434  0.12
H: 3.0646 -3.0418 -4.6688  0.12
H: 1.1386 -4.6531 -3.9500  0.11
H: 2.8117 -5.1675 -3.7522  0.10
H: 1.7205 -5.6907 -1.9514  0.11
H: 0.6495 -4.2922 -1.7624  0.11
H: 2.5984 -3.1859 0.9428  0.08
H: 1.5187 -4.5859 0.7950  0.10
H: 1.1288 -3.0352 0.0439  0.07
H: 4.8834 -4.8010 -0.5301  0.06
H: 3.8659 -6.1202 -1.0639  0.08
H: 3.8033 -5.4530 0.5319  0.07
H: 3.7074 -1.3880 -0.2303  0.09
C: -3.4055 -0.9003 0.1797  -0.04
C: -4.1991 0.2315 0.8128  -0.51
C: -5.6570 0.1672 0.3546  -0.02
C: -4.1146 -0.0582 2.3159  -0.12
C: -4.6529 1.0938 3.1921  -0.19
C: -3.9271 2.3386 2.9231  -0.15
C: -3.8834 2.7368 1.4024  -0.45
C: -5.2354 3.5487 1.1287  -0.02
C: -2.7336 3.7757 1.2545  -0.03
N: -3.5725 1.5574 0.5978  -0.15
O: -3.3599 1.7895 -0.7413  -0.01
H: -3.4480 -0.6870 -0.8884  0.09
H: -2.3625 -0.9790 0.4864  0.07
H: -3.8576 -1.8404 0.4958  0.10
H: -5.7235 0.6639 -0.6134  0.08
H: -6.1336 -0.8102 0.2809  0.09
H: -6.3154 0.7212 1.0237  0.07
H: -4.9882 -0.6658 2.5517  0.11
H: -3.2179 -0.5775 2.6540  0.13
H: -5.7410 1.1572 3.1873  0.11
H: -4.4611 0.8565 4.2386  0.12
H: -2.9337 2.5060 3.3393  0.11
H: -4.4700 3.1885 3.3366  0.11
H: -5.2571 4.5051 1.6511  0.08
H: -6.0457 2.8315 1.2597  0.06
H: -5.1954 3.8967 0.0965  0.07
H: -1.7099 3.4533 1.4449  0.06
H: -2.9002 4.3574 2.1611  0.08
H: -2.5920 4.3920 0.3667  0.09
H: -4.2897 1.9110 -0.9470  0.09
N: -0.5020 1.6890 -0.0043  0.19
C: 0.4218 0.8720 -0.4276  -0.85
N: -0.1385 -0.2652 -0.6136  0.18
O: 1.5777 0.9333 -0.3312  0.08
H: -1.5120 1.6884 0.0061  0.07
H: 0.0689 2.3452 0.5090  0.07
H: 0.4320 -0.9926 -1.0207  0.11
H: -1.1481 -0.2524 -0.6384  0.07
N: 0.8123 1.6940 2.7835  0.19
C: 0.7500 2.3882 3.8290  -0.87
N: 1.9299 2.6224 4.2637  0.17
O: -0.2554 2.8373 4.3090  0.04
H: 1.7559 1.5550 2.4512  0.12
H: -0.0616 1.3285 2.4330  0.12
H: 2.6392 1.9421 4.0307  0.12
H: 1.7912 3.1475 5.1152  0.13
N: 2.7758 3.7394 -1.4188  0.19
C: 2.1886 4.5400 -0.6188  -0.78
N: 2.0816 5.7831 -0.8794  0.18
O: 1.5360 4.0353 0.3359  -0.03
H: 3.4695 4.1569 -2.0227  0.12
H: 2.6917 2.7699 -1.1483  0.10
H: 1.4894 6.4163 -0.3612  0.13
H: 2.5988 6.0519 -1.7042  0.11

The SMILES is CC1(C)CCCC(C)(C)N1O.CC1(C)CCCC(C)(C)N1O.NC(N)=O.NC(N)=O.NC(N)=O. As for the energy above the lowest of the compared OMol25 structures with the same formula, charge and spin: 505.43 kJ/mol. Its electronic energy is -44742.0309 eV. As for the HOMO energy: -8.40 eV.


(2)
Below is C21H51IO15S5 as an isolated structure at a distorted geometry, with properties calculated with ωB97M-V/def2-TZVPD.

Last column: Löwdin charge in e.
Atoms and positions in Å:
C: -3.3815 -2.1515 2.9823  -0.10
C: -2.4409 -1.5114 1.9552  -0.25
C: -1.5070 -2.5764 1.3320  -0.20
C: -0.0505 -2.1119 1.2940  -0.22
C: 0.9545 -3.1963 1.6398  -0.21
C: 2.3933 -2.9552 1.1652  -0.20
C: 2.9043 -1.5067 1.0861  -0.19
C: 3.2539 -0.9601 2.4815  -0.16
C: 2.6313 0.3598 2.8888  -0.22
O: 3.0766 1.4087 1.9551  -0.34
S: 1.9619 2.4928 1.4997  0.78
O: 2.5787 3.2385 0.4485  -0.49
O: 0.7898 1.6039 0.7552  -0.98
I: 0.8154 1.6117 -1.2616  0.96
H: -4.0415 -2.8459 2.4764  0.07
H: -2.7679 -2.7145 3.6746  0.07
H: -3.9274 -1.3928 3.5267  0.04
H: -2.9922 -1.0352 1.1536  0.10
H: -1.8699 -0.7460 2.4671  0.09
H: -1.6004 -3.5237 1.8511  0.10
H: -1.8538 -2.7143 0.3147  0.11
H: 0.1771 -1.7828 0.2899  0.10
H: 0.1290 -1.2617 1.9301  0.09
H: 0.9150 -3.3491 2.7152  0.11
H: 0.5848 -4.1243 1.2159  0.10
H: 2.5442 -3.4524 0.2131  0.10
H: 3.0480 -3.4528 1.8734  0.10
H: 2.2654 -0.8297 0.5403  0.07
H: 3.8287 -1.5571 0.5239  0.11
H: 4.3197 -0.7802 2.5244  0.12
H: 2.9999 -1.7025 3.2304  0.12
H: 3.0277 0.6524 3.8509  0.08
H: 1.5518 0.3345 2.9823  0.10
O: 3.5204 0.7393 -6.4038  -0.28
S: 2.9780 1.8713 -5.7143  0.56
O: 1.7402 1.7508 -5.0053  -0.30
O: 2.8796 3.0886 -6.7315  -0.26
C: 2.1971 2.8386 -7.9805  -0.24
C: 0.6914 2.8142 -7.8233  -0.07
C: 4.1892 2.5638 -4.6434  -0.11
H: 2.5672 1.9097 -8.4194  0.11
H: 2.4948 3.6475 -8.6438  0.12
H: 0.3737 1.9613 -7.2305  0.05
H: 0.2110 2.7460 -8.7967  0.08
H: 0.3420 3.7133 -7.3156  0.09
H: 5.1149 2.6876 -5.1975  0.08
H: 4.3262 1.8659 -3.8203  0.08
H: 3.8216 3.5160 -4.2717  0.08
O: 3.7951 0.2265 5.8651  -0.28
S: 4.7170 0.3974 6.9495  0.58
O: 6.0321 -0.1532 6.8702  -0.26
O: 4.0183 -0.0981 8.2903  -0.26
C: 3.4494 -1.4251 8.2974  -0.25
C: 4.5015 -2.5067 8.4411  -0.07
C: 4.8261 2.1018 7.3722  -0.12
H: 2.8456 -1.5726 7.4007  0.11
H: 2.7747 -1.4432 9.1505  0.12
H: 5.1373 -2.5609 7.5586  0.07
H: 4.0235 -3.4766 8.5771  0.08
H: 5.1446 -2.3041 9.2970  0.09
H: 3.8221 2.5044 7.4684  0.08
H: 5.3608 2.5973 6.5652  0.08
H: 5.3780 2.1941 8.3032  0.08
O: -1.2210 0.6363 -9.0993  -0.28
S: -0.5674 -0.6371 -9.0882  0.57
O: 0.1820 -1.0810 -10.2221  -0.27
O: -1.6413 -1.7508 -8.7044  -0.26
C: -2.8585 -1.7981 -9.4755  -0.25
C: -2.6624 -2.4493 -10.8305  -0.07
C: 0.4322 -0.7980 -7.6466  -0.11
H: -3.2737 -0.7938 -9.5722  0.11
H: -3.5550 -2.3820 -8.8774  0.12
H: -2.0337 -1.8380 -11.4762  0.07
H: -3.6255 -2.5863 -11.3223  0.08
H: -2.1771 -3.4188 -10.7226  0.08
H: -0.1492 -0.5016 -6.7779  0.08
H: 1.2924 -0.1440 -7.7685  0.05
H: 0.7589 -1.8306 -7.5661  0.08
O: -5.5223 0.5122 4.3181  -0.28
S: -6.1914 1.5685 5.0133  0.57
O: -7.3310 1.2908 5.8296  -0.27
O: -6.5604 2.7118 3.9680  -0.26
C: -7.2917 2.3237 2.7862  -0.25
C: -8.7644 2.0959 3.0640  -0.07
C: -5.0246 2.4970 5.9484  -0.12
H: -6.8293 1.4427 2.3387  0.11
H: -7.1657 3.1478 2.0871  0.12
H: -8.9177 1.2227 3.6963  0.07
H: -9.3008 1.9380 2.1284  0.08
H: -9.1942 2.9542 3.5798  0.08
H: -4.1791 2.7396 5.3113  0.07
H: -4.7099 1.8695 6.7787  0.08
H: -5.5100 3.3959 6.3174  0.07

As for the energy above the lowest of the compared OMol25 structures with the same formula, charge and spin: 51.92 kJ/mol. Its electronic energy is -115590.2666 eV. As for the HOMO energy: -9.49 eV.


(3)
Below is a 5-piece molecular cluster, C21H51N2O4 overall, with properties calculated with ωB97M-V/def2-TZVPD.

Last column: Löwdin charge in e.
Atoms and positions in Å:
C: 2.8123 -1.1931 -3.4695  -0.06
C: 2.0006 -0.2396 -2.6168  -0.47
N: 2.3441 0.0885 -1.4352  0.11
C: 0.7165 0.2464 -3.1990  -0.28
C: -0.3716 -0.8237 -2.9868  -0.27
C: -1.7281 -0.2504 -2.7395  -0.42
N: -2.7798 -0.5316 -3.7816  -0.06
H: 3.8438 -0.8372 -3.5586  0.07
H: 2.3680 -1.3209 -4.4553  0.06
H: 2.8268 -2.1752 -2.9880  0.07
H: 3.2197 -0.3756 -1.1785  0.03
H: 0.4613 1.2060 -2.7044  0.08
H: 0.8620 0.4333 -4.2722  0.08
H: -0.0861 -1.4244 -2.1144  0.01
H: -1.7109 0.8564 -2.6711  0.07
H: -2.0935 -0.6376 -1.7698  0.07
H: -3.5836 0.0557 -3.5580  0.01
H: -3.0738 -1.4957 -3.6484  0.03
C: 0.6404 1.4174 1.2229  -0.08
C: -0.0720 0.9805 2.4875  -0.27
O: 0.7795 0.4114 3.4795  -0.17
C: 1.8309 1.2374 3.9296  -0.29
C: 1.3763 2.5353 4.5783  -0.08
H: 1.1873 0.5993 0.7568  0.05
H: -0.0878 1.7733 0.4932  0.08
H: 1.3449 2.2315 1.4080  0.06
H: -0.7855 0.1897 2.2557  0.12
H: -0.6458 1.8106 2.9197  0.10
H: 2.5364 1.4454 3.1171  0.11
H: 2.3646 0.6335 4.6657  0.09
H: 0.8596 3.1835 3.8700  0.06
H: 2.2406 3.0816 4.9600  0.07
H: 0.6990 2.3306 5.4094  0.08
C: 4.8116 -2.8770 8.8151  -0.08
C: 3.4320 -2.3304 9.1433  -0.29
O: 3.1014 -1.1382 8.4589  -0.16
C: 3.0839 -1.2215 7.0410  -0.28
C: 2.0924 -2.2281 6.4863  -0.07
H: 5.5776 -2.1254 9.0116  0.08
H: 5.0176 -3.7531 9.4318  0.07
H: 4.8940 -3.1816 7.7713  0.07
H: 3.3837 -2.0651 10.2003  0.12
H: 2.6708 -3.1007 8.9727  0.11
H: 4.0908 -1.4213 6.6566  0.11
H: 2.8107 -0.2202 6.7098  0.10
H: 2.3402 -3.2498 6.7790  0.06
H: 2.0872 -2.1853 5.3969  0.08
H: 1.0858 -2.0054 6.8418  0.08
C: 1.9561 3.3311 -8.6169  -0.09
C: 1.3646 2.0946 -7.9565  -0.29
O: 1.3169 2.1561 -6.5496  -0.16
C: 0.5375 3.1956 -5.9866  -0.28
C: -0.9300 3.1454 -6.3765  -0.08
H: 2.9570 3.5286 -8.2295  0.08
H: 2.0239 3.1784 -9.6956  0.07
H: 1.3446 4.2182 -8.4457  0.06
H: 1.9893 1.2274 -8.1743  0.12
H: 0.3723 1.8830 -8.3730  0.11
H: 0.9750 4.1730 -6.2308  0.10
H: 0.6231 3.0588 -4.9087  0.11
H: -1.0802 3.2931 -7.4482  0.06
H: -1.4752 3.9331 -5.8541  0.07
H: -1.3592 2.1826 -6.0957  0.08
C: -5.2164 0.0493 0.1338  -0.08
C: -5.5664 -0.8901 -1.0083  -0.29
O: -4.7373 -2.0309 -1.0875  -0.17
C: -4.7304 -2.8868 0.0333  -0.28
C: -6.0856 -3.4924 0.3657  -0.09
H: -4.1739 0.3598 0.0528  0.08
H: -5.8507 0.9365 0.0904  0.07
H: -5.3622 -0.4146 1.1112  0.06
H: -5.4186 -0.3738 -1.9566  0.10
H: -6.6236 -1.1843 -0.9582  0.10
H: -4.3186 -2.3761 0.9123  0.11
H: -4.0271 -3.6771 -0.2298  0.12
H: -6.8130 -2.7347 0.6620  0.06
H: -5.9826 -4.1944 1.1950  0.07
H: -6.4852 -4.0289 -0.4963  0.08

Its electronic energy is -33770.4880 eV. As for the total charge: -1. As for the HOMO energy: -1.25 eV.


(4)
Below is C21H51NO5Ti as an isolated structure at a distorted geometry, with properties calculated with ωB97M-V/def2-TZVPD.

Last column: Löwdin spin population.
Atoms and positions in Å:
Ti: 0.7196 -0.3918 0.5150  2.60
C: -2.2991 -4.8721 -1.0858  0.00
C: -1.0162 -4.1893 -1.5988  0.00
C: -1.1242 -2.6562 -1.6968  0.01
O: -0.0281 -4.3663 -0.5885  0.01
H: -2.1267 -5.8398 -0.6147  0.00
H: -2.8981 -5.1206 -1.9619  0.00
H: -2.8836 -4.2439 -0.4137  0.00
H: -0.7593 -4.5822 -2.5826  0.00
H: -1.3025 -2.1144 -0.7679  0.00
H: -2.0030 -2.4938 -2.3208  0.00
H: -0.2313 -2.2194 -2.1441  0.00
H: 0.0961 -5.3144 -0.5032  0.00
C: 4.1312 1.7489 0.8064  0.00
C: 4.0784 0.3366 1.4184  0.01
C: 3.9058 0.4401 2.9056  0.00
O: 3.0076 -0.3814 0.8983  0.09
H: 4.6321 1.6827 -0.1595  0.00
H: 4.6907 2.5260 1.3271  0.00
H: 3.1385 2.1659 0.6371  0.00
H: 4.9453 -0.2610 1.1368  0.00
H: 4.8601 0.7365 3.3410  0.00
H: 3.6835 -0.5833 3.2080  0.00
H: 3.0724 1.0505 3.2532  0.00
H: 3.3102 -0.9524 0.1884  0.03
C: 0.7878 2.3729 4.3398  0.00
C: -0.1103 1.5880 3.3593  0.01
C: -1.3014 2.4184 2.9584  0.00
O: 0.6278 1.3188 2.1728  0.04
H: 1.4161 1.6696 4.8864  0.00
H: 0.2266 3.0596 4.9736  0.00
H: 1.4752 3.1281 3.9589  0.00
H: -0.3982 0.6717 3.8746  0.00
H: -1.8137 2.8873 3.7985  0.00
H: -2.1259 1.8503 2.5277  0.00
H: -1.0789 3.2393 2.2767  0.00
H: 0.8564 2.1137 1.6855  0.00
C: -2.4219 -1.8761 2.4782  0.00
C: -0.9949 -2.3626 2.8450  0.01
C: -0.8363 -3.8699 3.1868  0.00
O: -0.3497 -2.1952 1.6313  0.07
H: -2.4225 -0.8140 2.2328  0.00
H: -3.1456 -1.9798 3.2867  0.00
H: -2.8596 -2.4566 1.6661  0.00
H: -0.5098 -1.7153 3.5757  0.00
H: -1.1745 -4.5114 2.3730  0.00
H: -1.3679 -4.1123 4.1069  0.00
H: 0.2261 -3.8268 3.4265  0.00
H: -0.4306 -3.0110 1.1319  0.01
C: 1.9185 0.2931 -2.7085  0.02
C: 0.7022 1.1941 -2.9945  0.00
C: -0.1743 0.5933 -4.1447  0.00
C: -1.6273 1.0473 -4.1765  0.00
C: -2.2281 1.0599 -2.8170  0.00
C: -1.4247 1.6993 -1.6904  0.00
N: -0.0636 1.2505 -1.7017  0.02
O: 0.7127 1.9012 -0.7107  0.02
C: -1.6166 3.2523 -1.7711  0.00
C: -2.0947 1.1362 -0.4154  0.01
C: 1.2968 2.5958 -3.4473  0.00
H: 1.6705 -0.5688 -2.0890  0.02
H: 2.7322 0.7819 -2.1727  0.00
H: 2.3004 -0.0894 -3.6550  0.00
H: 0.3145 0.9277 -5.0598  0.00
H: -0.2450 -0.4892 -4.0385  0.00
H: -2.1835 0.3732 -4.8280  0.00
H: -1.6583 2.0739 -4.5415  0.00
H: -2.5987 0.0492 -2.6456  0.00
H: -3.1705 1.5680 -3.0215  0.00
H: -1.1345 3.7713 -2.5996  0.00
H: -2.6599 3.5447 -1.6525  0.00
H: -1.1995 3.6861 -0.8623  0.00
H: -1.6231 1.5301 0.4848  0.00
H: -3.0751 1.6110 -0.4538  0.00
H: -2.1529 0.0480 -0.4372  0.00
H: 2.0139 2.9415 -2.7027  0.00
H: 0.5405 3.3429 -3.6882  0.00
H: 1.9310 2.4269 -4.3175  0.00
H: 0.9241 2.7566 -1.0917  0.00

As for the multiplicity: 4. As for the energy above the lowest of the compared OMol25 structures with the same formula, charge and spin: 224.76 kJ/mol. Its electronic energy is -57437.4919 eV. As for the total charge: +1. Its expectation value of S² is 3.751. As for the HOMO energy (spin up / spin down): -7.38 / -11.99 eV.


Q: Among the records above, which one has the highest electronic energy?
A: C21H51N2O4